1.
Molecular formula: C42H88Cl18N10O22S3
Method: DFT, ωB97M-V/def2-TZVPD

Geometry as XYZ:
```
183
Properties=species:S:1:pos:R:3:mulliken_charge:R:1
C 4.5704 1.3200 -1.6256 -0.344
C 5.9369 1.6655 -1.0526 0.834
O 6.4405 1.1057 -0.1067 -0.654
N 6.5247 2.7022 -1.6908 -0.136
C 7.8038 3.2744 -1.2657 -1.014
H 4.6936 0.7526 -2.5489 0.518
H 3.8798 2.1556 -1.7463 -0.181
H 4.1195 0.6328 -0.9268 -0.161
H 5.9587 3.1138 -2.4075 0.195
H 7.7527 3.4365 -0.1893 0.316
H 7.9536 4.2481 -1.7196 0.359
H 8.6738 2.6388 -1.4567 0.324
C -1.2086 -4.7926 -0.2098 -0.095
C -1.9004 -5.1859 1.0623 0.078
O -1.3807 -4.8661 2.1621 -0.788
N -3.0174 -5.9253 0.9807 -0.053
C -3.7599 -6.2209 2.2183 -0.846
H -1.1614 -3.7160 -0.2734 -0.224
H -1.6390 -5.1750 -1.1417 0.604
H -0.1904 -5.1448 -0.0526 -0.004
H -3.3301 -6.0584 0.0453 0.252
H -4.2192 -7.2157 2.1742 0.413
H -4.5324 -5.4756 2.4382 0.254
H -3.0409 -6.2512 3.0373 0.215
C -4.2565 1.6729 5.0252 -0.986
C -2.9489 2.3070 4.4439 0.652
O -2.7607 3.5124 4.4208 -0.713
N -2.0632 1.4070 4.0190 0.391
C -0.7583 1.7568 3.5126 0.256
H -4.3987 2.1400 5.9870 0.365
H -4.2564 0.5779 5.0575 0.197
H -5.0925 1.9375 4.3856 0.158
H -2.2395 0.4646 4.3566 -0.174
H -0.8480 2.6924 2.9862 -0.332
H -0.4219 0.9342 2.8834 -0.409
H -0.0328 1.8923 4.3124 0.491
C 2.0264 3.1209 1.0031 0.151
C 0.7131 3.8911 0.7322 0.614
O 0.0049 3.7961 -0.2929 -0.690
N 0.3235 4.6083 1.7688 -0.072
C -0.9504 5.2830 1.9564 -0.662
H 1.8003 2.0862 1.2073 -0.368
H 2.6003 3.6601 1.7587 0.601
H 2.6037 3.1608 0.0850 -0.452
H 0.9641 4.6418 2.5384 0.196
H -1.5016 4.9508 2.8355 0.253
H -1.5931 5.1076 1.1054 -0.001
H -0.8027 6.3591 1.9993 0.356
C 5.7263 -2.3944 -0.8603 -0.708
C 5.2579 -3.5494 0.0266 0.126
O 4.6374 -3.3511 1.0660 -0.269
N 5.4977 -4.8045 -0.4163 -0.025
C 5.0879 -5.9642 0.3187 -0.759
H 4.8833 -2.1790 -1.5222 0.046
H 6.5456 -2.7199 -1.5100 0.420
H 6.0082 -1.5669 -0.2266 0.134
H 5.9795 -4.9101 -1.2888 0.219
H 5.7504 -6.8056 0.1304 0.422
H 4.0742 -6.2857 0.0600 0.256
H 5.0874 -5.7824 1.3856 0.126
C 2.0548 -5.3376 2.5008 -0.158
C 2.7275 -6.1670 3.5829 0.260
O 2.4393 -7.2789 3.8666 -0.658
N 3.6734 -5.4840 4.3121 -0.076
C 4.1914 -4.1393 4.0036 -0.263
H 1.4352 -6.0150 1.9155 0.250
H 2.7841 -4.8635 1.8512 0.010
H 1.3949 -4.5587 2.8995 0.093
H 4.0996 -5.9667 5.0787 0.199
H 3.5048 -3.6401 3.3325 -0.330
H 5.1631 -4.1418 3.4976 0.210
H 4.1848 -3.5100 4.8944 0.440
C 3.7090 -4.1340 -5.5160 -1.331
C 3.1552 -3.4474 -4.1934 0.661
O 3.1733 -2.2433 -4.1102 -0.517
N 2.6855 -4.2761 -3.2573 0.027
C 2.2468 -3.7729 -1.9683 0.215
H 4.5977 -4.7733 -5.4399 0.359
H 3.8740 -3.2858 -6.1766 0.292
H 2.8383 -4.7026 -5.8488 0.376
H 2.8064 -5.2491 -3.4389 0.232
H 3.0426 -3.9115 -1.2257 -0.436
H 1.3555 -4.2927 -1.6410 0.099
H 2.0368 -2.7135 -2.0949 0.171
C -0.0740 -0.5468 -0.1002 0.268
C -1.5010 -0.0005 -0.1438 0.194
O -2.4764 -0.7472 -0.1912 -0.731
N -1.6478 1.3447 -0.1038 1.518
C -2.9776 1.9452 -0.0818 0.396
H -0.1520 -1.5565 0.3086 -0.177
H 0.6104 0.0757 0.4467 -0.408
H 0.2467 -0.7083 -1.1214 0.160
H -0.8427 1.9319 -0.1770 -0.647
H -2.9012 3.0246 -0.1563 -0.677
H -3.5041 1.6808 0.8249 0.148
H -3.5465 1.5872 -0.9453 -0.255
C -6.0595 -0.2142 1.5609 0.273
C -6.2037 -1.6004 1.0482 0.404
O -7.2533 -2.2254 1.0565 -0.749
N -5.0758 -2.0578 0.4520 1.163
C -5.0483 -3.3711 -0.1174 -0.805
H -7.0171 0.0517 1.9929 0.440
H -5.8487 0.6032 0.8736 -0.270
H -5.3408 -0.3116 2.3735 -0.356
H -4.2924 -1.4187 0.3314 -0.132
H -4.0399 -3.5816 -0.4883 0.113
H -5.7725 -3.5273 -0.8999 0.319
H -5.2303 -4.0766 0.7031 0.103
C -2.8932 -2.0539 3.2926 -0.097
C -1.8742 -2.1169 4.4262 0.443
O -1.7833 -1.2436 5.2966 -0.776
N -1.0129 -3.1391 4.4182 0.093
C 0.0757 -3.2212 5.3681 -0.890
H -3.2221 -3.0731 3.1059 0.324
H -2.3218 -1.6278 2.4655 0.018
H -3.7064 -1.3911 3.5489 -0.048
H -1.1099 -3.7818 3.6478 0.250
H 0.2463 -4.2636 5.6101 0.401
H -0.1725 -2.7805 6.3118 0.354
H 1.0524 -2.7723 5.1304 0.103
C -0.6600 -1.8533 -4.2739 0.214
Cl -1.7943 -0.5614 -3.9694 0.116
Cl -0.7143 -2.2808 -5.9588 -0.124
Cl -0.8706 -3.2660 -3.2398 -0.094
H 0.3212 -1.4931 -4.0162 -0.213
C -6.6097 3.6410 -5.7519 -0.199
Cl -7.9977 2.5928 -5.8724 -0.119
Cl -5.2771 2.8402 -6.5813 -0.091
Cl -6.1945 3.8001 -4.0317 -0.004
H -6.7863 4.5949 -6.2082 0.375
C -1.1411 2.7162 -4.7778 -0.463
Cl -1.2356 4.1341 -5.8595 -0.135
Cl -2.6347 2.6199 -3.7954 0.162
Cl 0.2171 2.7850 -3.6532 0.253
H -0.9833 1.8538 -5.4354 0.217
C 2.8366 1.2749 -6.7389 -0.235
Cl 1.6467 0.5459 -5.6701 0.084
Cl 3.3488 0.1103 -8.0112 -0.136
Cl 4.2060 1.9270 -5.7715 -0.093
H 2.3684 2.0898 -7.2599 0.360
C -5.3943 -0.4690 -2.9886 0.588
Cl -5.0944 -0.2831 -4.7868 -0.114
Cl -6.6662 -1.7011 -2.6741 -0.121
Cl -5.7509 1.0833 -2.1854 0.020
H -4.4565 -0.8544 -2.6083 -0.476
C -1.8571 6.4270 -2.0572 1.145
Cl -3.3117 6.5132 -3.0003 -0.076
Cl -1.7640 7.7273 -0.8676 -0.172
Cl -0.4806 6.5753 -3.0770 -0.141
H -1.8014 5.4866 -1.5013 -0.857
C 2.8059 5.5176 -2.6332 0.204
C 2.9997 7.0391 -2.2797 -0.292
O 4.1145 7.1070 -1.3066 -0.391
S 5.0462 5.8409 -1.5213 1.150
O 5.3883 5.3792 -0.2156 -0.553
O 5.9921 6.1318 -2.5635 -0.591
O 3.9922 4.7879 -2.1294 -0.152
H 2.7565 5.3210 -3.6995 0.271
H 1.9652 5.0702 -2.0999 -0.255
H 2.1768 7.5266 -1.7864 0.312
H 3.2715 7.6336 -3.1542 0.291
C 5.0727 -0.4947 3.0962 0.047
C 4.4630 0.7622 2.3743 -0.037
O 3.0978 0.9483 2.9979 -0.251
S 2.5462 -0.4484 3.4780 0.880
O 2.2619 -1.2441 2.3121 -0.116
O 1.6938 -0.1450 4.6213 -0.627
O 3.9868 -0.9338 3.9908 -0.386
H 5.8786 -0.2457 3.7525 0.411
H 5.3151 -1.2850 2.3885 -0.206
H 4.2962 0.6117 1.3086 -0.284
H 4.9902 1.7108 2.4897 0.504
C -7.4616 3.3870 -0.1164 -0.300
C -7.9103 4.6621 0.7207 -0.382
O -6.6533 5.2211 1.2078 -0.363
S -5.3937 4.3357 0.8314 1.160
O -5.3022 3.3012 1.8186 -0.494
O -4.3391 5.1848 0.3152 -0.480
O -6.0812 3.6611 -0.4877 -0.087
H -8.0516 3.2377 -1.0361 0.382
H -7.5148 2.4887 0.4995 0.099
H -8.5555 4.3860 1.5570 0.315
H -8.3946 5.3699 0.0457 0.281
```

Summary:
M, g mol⁻¹: 1819.57
E, eV: -362839.3794
Largest force on an atom, eV/Å: 3.380

=====

2.
Molecular formula: C42H88GaO10
Method: DFT, ωB97M-V/def2-TZVPD

Geometry as XYZ:
```
141
Properties=species:S:1:pos:R:3:mulliken_charge:R:1
C -4.5705 1.4991 -6.6536 -1.092
C -3.0360 1.5909 -6.2924 -0.482
C -2.9601 1.8990 -4.7474 -0.374
C -1.8919 2.9435 -4.3487 -0.798
Ga -2.0330 3.1541 -2.2725 -0.348
C -1.0142 4.7950 -1.5573 -0.144
C -2.0010 5.9998 -1.3381 -0.428
O -1.5179 7.2181 -1.9312 -0.573
H -4.7480 1.1921 -7.6940 0.373
H -4.9877 2.4927 -6.4175 0.342
H -4.9850 0.7760 -5.9299 0.166
H -2.5312 2.3655 -6.8881 0.322
H -2.6416 0.5790 -6.5041 0.324
H -3.9461 2.2606 -4.4072 0.246
H -2.7570 0.9377 -4.2452 0.030
H -2.0138 3.9214 -4.8550 0.372
H -0.8584 2.5792 -4.5245 0.271
H -1.4893 1.7489 -1.6804 -0.066
H -3.6331 3.2048 -1.9653 -0.344
H -0.2246 5.0764 -2.2808 0.406
H -0.5647 4.5125 -0.5878 -0.196
H -2.1461 6.1765 -0.2574 0.278
H -2.9955 5.7213 -1.7386 0.192
H -1.4934 7.0213 -2.8650 0.306
C 2.4300 1.7544 1.2819 -0.423
C 1.4694 1.7998 2.4517 0.645
C 0.1758 2.2235 1.7736 -0.523
O 0.2199 1.7047 0.4415 -0.333
C 1.5417 1.2405 0.1668 -0.276
H 3.3029 1.1248 1.4560 0.216
H 2.7777 2.7653 1.0461 0.193
H 1.3583 0.7983 2.8781 -0.486
H 1.7776 2.4771 3.2503 0.317
H 0.0997 3.3161 1.7110 0.228
H -0.7103 1.8406 2.2869 0.183
H 1.5170 0.1433 0.1537 -0.233
H 1.8544 1.5933 -0.8180 0.430
C 4.2752 0.2190 6.3106 -0.614
C 5.2798 1.2517 5.8296 -0.606
C 5.2004 1.0874 4.3208 -0.327
O 3.8614 0.6727 4.0244 -0.242
C 3.2004 0.3079 5.2412 0.167
H 3.8926 0.4098 7.3134 0.370
H 4.7310 -0.7753 6.3023 0.281
H 4.9478 2.2541 6.1155 0.240
H 6.2864 1.1025 6.2203 0.384
H 5.8815 0.3063 3.9682 0.230
H 5.4251 2.0101 3.7837 0.184
H 2.4678 1.0890 5.4775 -0.155
H 2.6679 -0.6343 5.0984 0.053
C -2.9406 -1.2855 0.7995 -0.255
C -3.9491 -2.1616 0.0724 -0.578
C -4.0139 -1.4907 -1.2926 -0.474
O -2.7271 -0.9201 -1.5252 -0.379
C -1.9699 -0.9404 -0.3136 1.095
H -2.4591 -1.7766 1.6471 0.013
H -3.4319 -0.3780 1.1631 0.353
H -3.5569 -3.1794 -0.0268 0.174
H -4.9207 -2.2186 0.5658 0.398
H -4.7520 -0.6805 -1.3020 0.299
H -4.2548 -2.1891 -2.0983 0.282
H -1.1906 -1.7085 -0.4124 -0.208
H -1.4882 0.0279 -0.1695 -0.595
C 0.5372 -5.4528 -0.2532 -0.656
C 2.0446 -5.3264 -0.1204 -0.546
C 2.1978 -3.8826 0.3255 0.195
O 1.0251 -3.5552 1.0799 -0.217
C 0.0484 -4.5902 0.8974 -0.035
H 0.1752 -6.4795 -0.1972 0.389
H 0.2102 -5.0266 -1.2059 0.222
H 2.4075 -6.0007 0.6611 0.286
H 2.5883 -5.5472 -1.0395 0.337
H 2.2475 -3.2045 -0.5344 -0.453
H 3.0835 -3.7239 0.9437 0.340
H -0.0121 -5.1661 1.8279 0.280
H -0.9271 -4.1428 0.7023 -0.119
C 6.5985 2.1123 -1.3194 -0.715
C 5.5470 1.0237 -1.4419 0.355
C 5.9616 0.0628 -0.3439 -0.338
O 6.5766 0.8507 0.6872 -0.418
C 6.8139 2.1717 0.1839 -0.452
H 6.2927 3.0690 -1.7426 0.365
H 7.5204 1.7972 -1.8179 0.299
H 4.5581 1.4372 -1.2241 -0.211
H 5.5095 0.5565 -2.4215 0.194
H 6.7046 -0.6591 -0.7034 0.329
H 5.1152 -0.4876 0.0710 0.131
H 6.0968 2.8495 0.6607 0.210
H 7.8236 2.4883 0.4538 0.337
C 2.4407 -2.5963 -4.0389 -0.529
C 3.7329 -3.3695 -3.8333 -0.241
C 4.7698 -2.2581 -3.8434 -0.537
O 4.1250 -1.0920 -3.3220 -0.357
C 2.7084 -1.3257 -3.2521 0.186
H 1.5513 -3.1254 -3.6979 0.334
H 2.3125 -2.3610 -5.0989 0.306
H 3.7201 -3.8608 -2.8554 -0.038
H 3.9178 -4.1289 -4.5933 0.373
H 5.1043 -2.0343 -4.8627 0.297
H 5.6456 -2.4937 -3.2346 0.271
H 2.4360 -1.4458 -2.1979 -0.341
H 2.1754 -0.4623 -3.6503 0.272
C 0.6296 4.2531 6.2192 -0.395
C -0.4924 3.8715 5.2690 -0.426
C -0.7454 2.4230 5.6485 0.169
O -0.4314 2.3044 7.0444 -0.465
C 0.2497 3.4877 7.4756 -0.564
H 0.7184 5.3264 6.3864 0.381
H 1.5855 3.8874 5.8319 0.104
H -1.3796 4.4751 5.4794 0.339
H -0.2380 3.9957 4.2167 0.167
H -0.0862 1.7459 5.0935 -0.216
H -1.7786 2.1167 5.4790 0.361
H -0.4392 4.0673 8.1004 0.329
H 1.1158 3.2101 8.0797 0.296
C -0.9959 -3.6984 6.0489 -0.718
C -0.0330 -2.6482 5.5233 -0.192
C -0.1278 -2.8599 4.0219 0.011
O -1.4590 -3.3286 3.7556 -0.342
C -2.0885 -3.6777 4.9931 -0.510
H -1.3704 -3.4901 7.0513 0.365
H -0.5074 -4.6773 6.0632 0.274
H -0.3941 -1.6492 5.7847 0.058
H 0.9833 -2.7526 5.9034 0.382
H 0.5740 -3.6280 3.6836 0.068
H 0.0595 -1.9470 3.4554 0.017
H -2.8427 -2.9150 5.2168 0.287
H -2.5903 -4.6413 4.8872 0.298
C -8.9251 -1.5351 -6.8299 -0.516
C -8.1270 -1.6751 -5.5453 -0.534
C -6.7792 -2.1439 -6.0647 -0.326
O -6.6203 -1.5739 -7.3688 -0.398
C -7.8701 -1.0244 -7.7965 -0.428
H -9.7820 -0.8667 -6.7449 0.327
H -9.2874 -2.5157 -7.1531 0.260
H -8.0234 -0.6992 -5.0639 0.266
H -8.5679 -2.3645 -4.8253 0.339
H -6.7486 -3.2350 -6.1653 0.289
H -5.9508 -1.8307 -5.4277 0.192
H -7.7912 0.0676 -7.7567 0.248
H -8.0640 -1.3211 -8.8291 0.292
```

Summary:
M, g mol⁻¹: 822.88
E, eV: -117827.5869
Largest force on an atom, eV/Å: 1.742
Net charge: -1

=====

Q: Among the records above, which one has the highest M?
A: C42H88Cl18N10O22S3

=====

Q: What is the formula in the first record?
A: C42H88Cl18N10O22S3